(1)
The following is a quantum chemistry calculation of 8 unconnected molecules or ions with the total composition C32H77N3O8, from the Open Molecules 2025 dataset.

Summary:
spin multiplicity: 1
LUMO energy: 0.4 eV
structure (SMILES): CC1(C)CCCC(C)(C)N1O.CC1(C)CCCC(C)(C)N1O.CC1(C)CCCC(C)(C)N1O.CO.CO.CO.CO.CO
ΔE to the lowest compared entry with this formula, charge and spin: 404.5 kJ/mol
energy: -55274.2348 eV

Geometry (Å):
C 8.72 -6.58 -4.28
C 7.61 -6.19 -3.29
C 6.38 -5.76 -4.22
C 5.08 -5.71 -3.41
C 4.87 -7.07 -2.70
C 6.04 -7.59 -1.77
N 7.34 -7.41 -2.53
O 8.41 -7.90 -1.73
C 6.04 -6.84 -0.41
C 5.77 -9.10 -1.51
C 8.09 -4.93 -2.50
H 8.34 -7.52 -4.69
H 9.70 -6.72 -3.83
H 8.86 -5.90 -5.12
H 6.57 -4.79 -4.68
H 6.25 -6.41 -5.09
H 4.21 -5.46 -4.02
H 5.20 -4.94 -2.65
H 4.44 -7.82 -3.36
H 4.00 -6.98 -2.05
H 5.36 -7.27 0.32
H 7.03 -6.80 0.05
H 5.73 -5.84 -0.68
H 6.45 -9.39 -0.71
H 4.75 -9.29 -1.18
H 5.95 -9.80 -2.33
H 8.49 -4.20 -3.20
H 8.82 -5.09 -1.72
H 7.22 -4.45 -2.05
H 8.54 -7.23 -1.06
C -6.11 -4.86 2.59
C -4.92 -5.01 3.56
C -5.50 -5.39 4.95
C -4.34 -5.83 5.97
C -3.67 -7.08 5.33
C -2.97 -6.75 3.99
N -3.95 -6.08 3.04
O -3.47 -5.92 1.76
C -1.71 -5.94 4.17
C -2.69 -8.20 3.35
C -4.27 -3.60 3.71
H -7.05 -4.58 3.07
H -6.35 -5.80 2.10
H -5.98 -4.09 1.83
H -5.98 -4.49 5.34
H -6.27 -6.14 4.78
H -4.90 -5.97 6.90
H -3.59 -5.07 6.17
H -4.40 -7.89 5.24
H -2.87 -7.38 6.01
H -0.94 -6.57 4.61
H -1.36 -5.55 3.22
H -1.82 -5.08 4.82
H -3.68 -8.64 3.31
H -2.34 -8.13 2.32
H -1.92 -8.74 3.90
H -3.51 -3.57 4.49
H -4.89 -2.71 3.81
H -3.67 -3.38 2.83
H -3.91 -6.53 1.16
C -5.16 10.53 2.83
C -3.76 9.96 2.71
C -3.11 10.28 4.08
C -1.84 9.46 4.43
C -2.33 7.99 4.36
C -2.66 7.59 2.91
N -3.73 8.51 2.43
O -4.30 8.19 1.20
C -1.37 7.51 2.05
C -3.29 6.21 2.91
C -3.01 10.77 1.64
H -5.69 10.48 3.78
H -5.82 10.08 2.09
H -5.27 11.57 2.52
H -2.71 11.29 4.18
H -3.79 10.08 4.91
H -1.47 9.67 5.43
H -1.10 9.74 3.68
H -3.22 7.80 4.97
H -1.51 7.46 4.84
H -1.49 7.09 1.05
H -0.94 8.50 1.93
H -0.60 6.84 2.44
H -3.62 5.97 1.90
H -2.58 5.43 3.17
H -4.10 6.06 3.62
H -1.97 10.47 1.48
H -3.04 11.83 1.85
H -3.49 10.55 0.68
H -5.00 7.55 1.35
C 0.53 0.85 -1.49
O 0.90 1.73 -2.47
H -0.54 0.66 -1.53
H 1.21 0.00 -1.61
H 0.72 1.25 -0.50
H 1.81 2.04 -2.39
C -0.97 1.17 -9.16
O -0.80 2.37 -8.38
H -0.93 0.32 -8.48
H -1.95 1.20 -9.64
H -0.11 1.04 -9.81
H -0.44 2.16 -7.51
C 6.61 5.27 -1.57
O 5.98 4.19 -2.19
H 7.31 4.80 -0.89
H 7.12 5.89 -2.30
H 5.89 5.94 -1.11
H 6.63 3.86 -2.82
C 2.25 9.63 -4.51
O 3.38 10.06 -5.26
H 2.22 10.00 -3.48
H 1.35 9.82 -5.10
H 2.37 8.55 -4.41
H 3.43 9.63 -6.11
C -6.86 1.54 -4.44
O -8.30 1.40 -4.31
H -6.69 2.60 -4.66
H -6.32 1.22 -3.55
H -6.57 0.84 -5.22
H -8.47 0.47 -4.46

These are the Löwdin partial charges, in e, on atoms 1 to 6:
1 C -0.056
2 C -0.489
3 C -0.121
4 C -0.175
5 C -0.136
6 C -0.459


(2)
The following is a quantum chemistry calculation of 6 unconnected molecules or ions with the total composition C32H78BNO31P7, from the Open Molecules 2025 dataset.

Summary:
spin multiplicity: 1
LUMO energy: -1.6 eV
energy: -165102.6687 eV
total charge: -1

Geometry (Å):
C -10.06 -2.07 5.72
O -8.82 -2.65 5.36
C -8.63 -2.65 3.94
P -7.68 -1.09 3.31
C -7.31 -1.82 1.57
C -5.92 -2.50 1.46
C -5.64 -3.14 0.04
C -4.24 -3.86 0.16
C -3.25 -3.48 -0.97
O -2.36 -2.41 -0.56
C -1.05 -2.70 -0.76
C -0.05 -2.70 0.42
O -0.62 -2.94 -1.86
B -9.38 -0.36 2.63
O -10.10 0.50 3.53
O -9.92 -0.62 1.35
C -10.24 0.66 0.75
O -6.10 -1.53 4.00
C -5.20 -0.47 4.11
C -3.73 -0.84 3.73
C -2.65 0.00 4.45
O -1.51 -0.08 4.09
O -5.12 -0.31 5.61
C -5.44 -1.49 6.17
N -5.46 -2.41 6.86
C -5.84 0.88 3.53
C -5.12 1.61 2.36
C -3.91 2.52 2.77
O -2.87 2.37 1.79
P -6.23 1.95 5.04
O -6.90 3.26 4.65
O -7.08 0.53 2.93
H -10.46 -2.48 6.67
H -9.90 -0.98 5.85
H -10.83 -2.17 4.93
H -9.57 -2.82 3.37
H -7.98 -3.54 3.74
H -7.93 -0.59 4.66
H -8.10 -2.56 1.33
H -7.38 -1.03 0.79
H -5.76 -3.32 2.18
H -5.16 -1.70 1.55
H -6.40 -3.90 -0.21
H -5.59 -2.34 -0.73
H -4.36 -4.96 0.27
H -3.77 -3.53 1.10
H -3.77 -3.28 -1.93
H -2.61 -4.38 -1.16
H 0.84 -3.26 0.10
H -0.53 -3.20 1.27
H 0.26 -1.67 0.69
H -9.70 1.37 3.41
H -10.22 0.56 -0.35
H -9.42 1.37 1.04
H -11.19 1.06 1.14
H -3.61 -0.63 2.65
H -3.61 -1.93 3.89
H -2.91 0.70 5.27
H -5.88 2.27 1.91
H -4.82 0.89 1.58
H -4.26 3.58 2.72
H -3.55 2.36 3.80
H -3.25 2.69 0.97
H -7.14 1.28 5.90
H -5.00 2.26 5.70
C 4.95 -2.45 3.53
O 4.42 -2.97 2.30
P 4.58 -2.03 0.88
O 3.25 -2.38 0.27
O 5.76 -3.00 0.31
C 6.97 -3.15 1.06
O 5.07 -0.82 -0.18
C 4.19 0.30 -0.31
H 4.18 -2.47 4.29
H 5.79 -3.08 3.86
H 5.31 -1.42 3.42
H 6.92 -4.05 1.66
H 7.14 -2.29 1.72
H 7.80 -3.23 0.37
H 3.87 0.66 0.67
H 3.33 0.04 -0.92
H 4.74 1.10 -0.81
C 1.51 -6.52 1.15
O 0.15 -6.31 1.61
P -0.51 -7.50 2.63
O -1.92 -7.45 2.11
O -0.37 -6.57 3.95
C 0.93 -6.12 4.35
O -0.63 -8.88 3.60
C -1.03 -10.08 2.94
H 1.52 -6.43 0.06
H 2.15 -5.75 1.57
H 1.89 -7.50 1.43
H 1.09 -5.10 3.98
H 1.72 -6.77 3.98
H 0.97 -6.10 5.44
H -0.48 -10.23 2.01
H -2.10 -10.06 2.74
H -0.82 -10.92 3.61
C -0.63 -0.77 -4.01
O -1.77 -0.69 -4.91
P -1.45 -0.43 -6.55
O -2.63 0.45 -6.86
O -1.77 -1.98 -6.95
C -0.99 -3.02 -6.35
O -0.58 -0.24 -7.99
C -0.21 1.10 -8.33
H -0.79 -0.07 -3.19
H -0.57 -1.77 -3.60
H 0.30 -0.52 -4.51
H -1.53 -3.44 -5.50
H -0.02 -2.67 -6.02
H -0.85 -3.81 -7.09
H 0.20 1.62 -7.47
H -1.08 1.64 -8.71
H 0.54 1.05 -9.12
C 6.77 6.11 -2.78
O 6.10 5.21 -1.87
P 6.98 4.60 -0.56
O 6.37 3.22 -0.54
O 6.21 5.59 0.49
C 6.33 7.00 0.32
O 8.21 4.37 0.58
C 9.15 3.32 0.30
H 6.66 5.74 -3.80
H 6.32 7.10 -2.72
H 7.84 6.20 -2.57
H 5.45 7.37 -0.22
H 7.23 7.28 -0.23
H 6.36 7.47 1.30
H 9.49 3.37 -0.73
H 8.69 2.35 0.50
H 10.00 3.45 0.97
C 8.98 7.07 -8.22
O 9.31 6.99 -6.81
P 10.28 8.22 -6.14
O 10.99 7.28 -5.21
O 9.02 8.93 -5.37
C 7.97 9.51 -6.14
O 11.28 9.54 -5.80
C 12.68 9.36 -6.06
H 9.25 6.13 -8.70
H 7.90 7.22 -8.33
H 9.51 7.88 -8.72
H 7.14 8.80 -6.21
H 8.30 9.78 -7.15
H 7.62 10.40 -5.64
H 12.84 8.90 -7.03
H 13.12 8.74 -5.27
H 13.15 10.34 -6.04

These are the Löwdin partial charges, in e, on atoms 1 to 6:
1 C -0.136
2 O -0.242
3 C -0.301
4 P 0.683
5 C -0.228
6 C -0.242